88
Properties=species:S:1:pos:R:3:forces:R:3 method="wB97M-V/def2-TZVPD" charge=+1 homo_lumo_gap_ev="3.23 / 3.03" max_force_ev_per_a=5.653 total_energy_ev=-61079.880
Tl 2.51646 0.29548 -0.77647 -3.62 -0.30 4.33
C 1.31986 -2.10855 2.00544 0.02 0.74 0.15
C 2.32444 -1.10478 1.97188 -0.60 0.14 0.15
C 0.45717 -0.19504 2.94236 0.47 -0.25 -0.31
C 0.18195 -1.55799 2.64777 0.10 0.44 -0.16
C 1.78545 0.09157 2.52027 -0.50 -1.05 -0.18
C 1.47352 -3.49493 1.51339 0.05 -0.50 -0.20
H 2.09485 -3.53216 0.60096 -0.17 -0.05 0.29
H 0.49980 -3.95196 1.27504 0.34 0.10 0.09
H 1.96438 -4.12776 2.26852 -0.08 -0.03 -0.21
C -1.05944 -2.27585 3.02473 -0.03 -0.31 0.15
H -0.98317 -3.34553 2.78229 -0.12 0.29 0.08
H -1.93741 -1.86524 2.50455 -0.01 -0.09 0.04
H -1.24505 -2.19354 4.11014 -0.07 -0.03 -0.36
C -0.43777 0.75324 3.64674 -0.45 0.29 0.20
H -0.14005 0.87076 4.70617 -0.19 0.02 -0.32
H -1.49148 0.41331 3.63164 0.49 0.16 0.01
H -0.40288 1.75891 3.18687 -0.05 -0.32 0.18
C 2.48180 1.38340 2.66267 0.23 0.46 0.26
H 3.11435 1.37713 3.56109 -0.02 0.19 -0.11
H 1.77195 2.21742 2.75665 0.22 -0.19 0.00
H 3.13833 1.59857 1.80704 -0.05 0.01 0.14
C 3.71597 -1.31743 1.49139 0.20 -0.07 0.18
H 4.28485 -1.93205 2.19924 0.10 0.04 -0.13
H 4.25198 -0.36830 1.38177 0.07 -0.07 0.07
H 3.74094 -1.84383 0.52582 0.10 -0.10 0.04
C 2.13597 -0.22743 -3.20479 2.00 -3.26 -0.97
C 2.97967 -1.16303 -2.56841 -1.26 0.32 -4.05
C 4.49679 -1.07924 -2.68641 -0.31 -0.73 0.32
C 5.27813 0.06503 -2.00809 0.39 0.13 0.84
C 4.55472 1.22988 -1.35691 1.10 3.22 -2.10
C 3.71171 2.08863 -2.07011 3.48 0.03 0.56
C 3.54866 1.96007 -3.54927 -0.36 0.64 -0.62
C 2.70500 0.80761 -4.12618 -0.57 0.64 -0.36
H 4.79305 -1.07789 -3.74764 -0.42 -0.16 0.19
H 5.97384 0.45363 -2.76856 -0.15 0.19 0.38
H 4.86264 -2.01416 -2.23768 0.05 0.26 -0.38
H 3.33736 0.33408 -4.90289 -0.51 -0.18 0.33
H 1.07637 -0.47832 -3.37593 0.46 0.16 0.64
H 2.58725 -2.19173 -2.42226 -0.05 1.00 0.79
H 1.84073 1.25759 -4.63620 0.38 -0.16 -0.03
H 3.07867 2.89715 -3.88611 0.31 -0.30 0.00
H 3.48064 3.08459 -1.64398 -0.19 -0.89 0.09
H 4.53688 1.90826 -4.04836 -0.24 0.17 0.51
H 5.88938 -0.37456 -1.20576 -0.06 0.11 -0.39
H 5.03024 1.62373 -0.42653 -0.96 -0.61 -0.44
P -1.76302 -2.17363 -1.19406 0.45 0.41 0.49
C -2.74285 -3.41068 -0.27192 -0.04 -0.01 -0.08
H -3.30424 -4.05895 -0.94989 0.01 -0.09 0.15
H -3.42038 -2.87428 0.40134 0.04 -0.19 -0.16
H -2.06023 -4.00998 0.34652 -0.18 0.12 -0.16
C -2.78700 -1.69253 -2.63216 -0.07 0.06 0.17
H -3.27522 -2.55947 -3.08275 -0.04 0.10 -0.09
H -2.13392 -1.20859 -3.36886 -0.15 -0.11 0.09
H -3.53071 -0.95867 -2.30563 -0.01 -0.19 -0.16
C -0.52286 -3.23288 -2.04410 0.13 -0.28 0.03
H 0.09033 -2.62917 -2.72589 -0.21 -0.09 0.08
H -1.01182 -4.03484 -2.61602 0.18 0.13 0.07
H 0.15383 -3.68044 -1.30264 -0.21 0.07 -0.15
P -0.85319 2.69178 -0.46888 0.50 -0.72 0.45
C 0.46849 3.76530 0.21011 0.10 0.35 -0.11
H 0.45835 4.73966 -0.30096 0.05 -0.11 0.25
H 1.45547 3.30376 0.06697 -0.23 0.05 0.05
H 0.31870 3.91491 1.28163 0.06 0.01 -0.06
C -0.68986 3.13940 -2.23322 -0.24 -0.17 -0.39
H 0.36546 3.18714 -2.53155 -0.15 0.03 0.12
H -1.17565 4.10000 -2.42723 0.17 -0.02 -0.16
H -1.16862 2.36049 -2.83898 0.02 0.26 -0.02
C -2.33851 3.63225 0.01602 0.29 0.33 -0.12
H -2.25317 4.67048 -0.33732 -0.21 -0.19 0.16
H -2.44156 3.60627 1.10377 0.02 0.05 -0.15
H -3.21131 3.14755 -0.41568 -0.08 0.11 -0.07
C -4.35516 -0.69071 3.19430 0.02 0.07 -0.23
Si -4.32344 0.32916 1.58524 -0.88 -0.64 0.31
C -5.79418 -0.21439 0.50576 0.23 0.04 0.13
C -4.63702 2.13393 2.09223 0.20 0.14 -0.18
C -2.77773 0.01819 0.57113 0.83 0.58 0.01
H -5.32933 -0.53322 3.69247 0.37 -0.04 -0.20
H -3.56461 -0.38449 3.89908 -0.28 -0.16 -0.23
H -4.25175 -1.77067 2.99183 -0.02 0.39 0.13
H -6.74070 -0.07690 1.05533 0.31 -0.06 -0.23
H -5.83886 0.38259 -0.42006 -0.04 -0.23 0.25
H -5.69822 -1.28038 0.23711 -0.10 0.37 0.04
H -3.88377 2.48594 2.81305 -0.18 -0.07 -0.20
H -4.63492 2.81423 1.22659 -0.08 -0.23 0.37
H -5.62603 2.20839 2.57695 0.33 -0.17 -0.17
H -1.78116 -0.16086 0.99906 -0.38 0.15 -0.19
H -2.70813 0.35553 -0.47461 -0.05 -0.16 0.55

---

112
Properties=species:S:1:pos:R:3:forces:R:3 method="wB97M-V/def2-TZVPD" relative_energy_ev=0.000 charge=+2 homo_lumo_gap_ev="8.64 / 4.78" multiplicity=6 max_force_ev_per_a=0.522 total_energy_ev=-180955.905 s2=8.7701
Fe 1.18785 0.28146 -0.49199 0.48 0.18 0.12
C -0.72835 0.62527 2.04574 -0.03 0.02 -0.14
C 0.60554 0.29473 2.66705 0.03 -0.11 0.21
C 0.61994 -1.12324 3.21030 0.08 -0.06 -0.03
C 0.99821 1.30822 3.72495 0.08 0.03 -0.02
O 1.58988 0.38591 1.54155 -0.47 0.16 0.03
Si 3.25453 0.16854 1.58702 0.37 -0.16 -0.33
S 3.45882 0.15523 -0.57187 -0.40 -0.06 -0.02
O 3.52254 -1.27752 2.20243 -0.04 -0.12 -0.02
C 4.68850 -2.14612 2.38966 0.01 0.13 0.06
C 5.32828 -2.40292 1.03527 -0.05 0.02 -0.07
C 4.13195 -3.42468 2.98757 -0.04 -0.03 0.01
C 5.65794 -1.46307 3.33801 0.01 0.02 0.03
O 4.09809 1.30700 2.30167 -0.10 0.12 0.09
C 4.43307 2.71829 2.13013 0.09 0.00 -0.04
C 3.37249 3.40478 1.28823 -0.06 -0.01 -0.05
C 5.78936 2.76816 1.44775 0.03 -0.05 -0.03
C 4.49410 3.30802 3.52595 0.00 -0.01 0.06
H -1.51160 0.62802 2.80303 0.01 -0.02 0.02
H -1.01170 -0.10449 1.28277 0.01 0.01 0.01
H -0.70866 1.61545 1.59639 -0.04 0.05 0.03
H -0.19881 -1.24103 3.92068 0.00 0.01 -0.01
H 1.55638 -1.35038 3.71729 -0.04 0.02 0.00
H 0.48548 -1.84510 2.40199 -0.03 0.02 0.02
H 0.34884 1.18704 4.59240 -0.01 0.01 -0.01
H 0.88918 2.33011 3.35745 0.02 -0.02 -0.01
H 2.02877 1.16324 4.05509 -0.04 -0.03 0.01
H 4.57855 -2.74858 0.31847 0.03 -0.01 0.02
H 6.09560 -3.17154 1.12540 0.01 0.02 0.01
H 5.80185 -1.50151 0.63923 -0.03 -0.01 0.01
H 3.32968 -3.81864 2.35986 0.04 -0.01 -0.01
H 3.73249 -3.24331 3.98586 -0.01 0.00 -0.02
H 4.91667 -4.17751 3.06327 -0.01 0.02 0.03
H 5.99007 -0.50447 2.93693 0.01 -0.04 -0.02
H 6.53428 -2.09455 3.48786 -0.01 0.00 0.02
H 5.18922 -1.28694 4.30687 0.00 -0.01 -0.01
H 3.31791 2.96185 0.29076 0.03 0.01 0.02
H 3.62183 4.45995 1.17376 -0.01 0.00 0.02
H 2.38913 3.33407 1.75865 0.02 0.00 0.01
H 5.74021 2.32938 0.44808 -0.01 0.00 0.03
H 6.52962 2.22086 2.03183 -0.01 0.02 0.00
H 6.12416 3.80114 1.35094 0.00 -0.01 0.00
H 3.51182 3.29143 4.00089 0.02 -0.01 -0.01
H 4.83523 4.34245 3.47753 -0.02 -0.01 0.01
H 5.19136 2.74416 4.14552 0.00 0.01 -0.01
C 0.69354 -0.62123 -3.54565 -0.04 -0.02 -0.01
O 0.85063 0.41183 -2.55989 0.19 0.07 -0.17
C 0.74465 1.74760 -3.08692 -0.13 0.00 -0.12
C 1.54829 2.59247 -2.14931 0.09 0.09 0.00
O 1.02737 2.38419 -0.82274 -0.02 -0.01 0.12
C -0.09752 3.23323 -0.50577 0.03 0.04 -0.03
H 1.35704 -0.41802 -4.38504 0.02 -0.01 0.00
H -0.34098 -0.65615 -3.87674 -0.08 0.02 -0.03
H 0.96435 -1.56332 -3.08282 0.00 0.01 0.01
H -0.30959 2.02261 -3.10130 -0.07 0.05 -0.04
H 1.14004 1.80856 -4.10233 0.06 -0.17 0.03
H 1.54794 3.64851 -2.41874 -0.16 0.02 0.11
H 2.57774 2.23913 -2.11877 0.03 0.07 -0.03
H 0.13181 4.24654 -0.83178 -0.02 0.01 0.00
H -0.21138 3.22367 0.57221 0.03 0.03 0.03
H -1.00790 2.86506 -0.97950 -0.01 -0.01 -0.01
C -4.08855 3.49122 -1.70885 0.04 0.13 -0.05
Si -4.28739 2.07614 -0.50703 -0.06 -0.05 0.04
C -6.09964 1.70600 -0.32973 -0.16 -0.05 -0.01
C -3.65029 2.58636 1.17206 0.02 0.04 0.13
As -2.93166 0.28237 -1.25497 0.45 0.02 -0.13
Si -3.58438 0.19486 -3.53271 -0.15 -0.03 0.08
C -3.06395 -1.41557 -4.33777 0.05 -0.06 -0.07
C -5.43034 0.37062 -3.70100 -0.14 0.03 -0.04
C -2.72624 1.59259 -4.44530 0.11 0.06 -0.05
Si -3.81373 -1.71431 -0.34257 -0.05 0.16 -0.03
C -2.90576 -2.07686 1.25334 0.07 -0.04 0.10
C -3.45107 -3.11883 -1.51643 0.08 -0.12 -0.04
C -5.63346 -1.63947 0.01768 -0.17 -0.06 0.04
H -4.85149 4.24120 -1.48024 0.05 0.00 0.02
H -4.23646 3.18975 -2.74515 -0.05 0.03 0.01
H -3.11705 3.98678 -1.63271 0.00 -0.04 -0.03
H -6.61362 2.65351 -0.13939 0.01 -0.02 0.00
H -6.30340 1.04838 0.51494 -0.01 0.02 -0.02
H -6.54133 1.26454 -1.22319 0.00 0.02 0.03
H -4.30289 3.36245 1.58246 0.03 -0.01 0.00
H -2.63734 2.99149 1.13587 0.00 -0.01 0.00
H -3.66096 1.74623 1.87072 0.00 0.02 0.01
H -3.87464 -2.14405 -4.32172 0.01 0.01 -0.01
H -2.19670 -1.88076 -3.86962 0.02 -0.01 -0.02
H -2.82319 -1.22352 -5.38773 -0.02 -0.01 0.02
H -5.95185 -0.29775 -3.01263 -0.02 0.00 -0.04
H -5.74651 0.11290 -4.71621 0.04 0.02 0.02
H -5.76486 1.39126 -3.50326 -0.01 -0.03 0.02
H -1.79703 1.24644 -4.90528 0.01 0.02 0.01
H -2.50270 2.45627 -3.81877 0.00 0.00 -0.02
H -3.37152 1.93841 -5.25798 0.03 -0.01 0.01
H -1.82703 -2.16962 1.09893 -0.02 0.00 0.02
H -3.27331 -3.02202 1.66526 0.00 0.02 0.01
H -3.07273 -1.30473 2.00713 0.00 -0.02 -0.01
H -2.41749 -3.09970 -1.87180 -0.02 -0.03 -0.01
H -4.10276 -3.10955 -2.38882 0.00 -0.01 0.03
H -3.61972 -4.06499 -0.99216 -0.01 0.01 -0.02
H -5.82412 -1.10922 0.95260 -0.02 0.00 -0.03
H -6.03294 -2.65206 0.12848 0.03 0.02 0.01
H -6.19576 -1.14375 -0.77323 -0.02 -0.03 0.01
C -0.44463 -4.91198 -0.29548 0.11 0.01 0.00
N 0.70685 -4.06978 -0.66802 -0.07 0.05 -0.02
C 1.93681 -4.72172 -1.14590 -0.04 0.02 0.02
C 0.62644 -2.78197 -0.61070 -0.19 -0.07 0.14
N 0.52766 -1.62449 -0.55661 0.25 -0.30 0.00
H -0.11838 -5.64203 0.44326 0.00 0.00 0.01
H -0.82287 -5.42410 -1.17889 0.00 0.00 0.00
H -1.22705 -4.29014 0.12915 -0.02 0.01 0.00
H 2.36068 -5.32622 -0.34552 0.00 0.00 0.00
H 2.65701 -3.96672 -1.45132 0.00 0.00 0.01
H 1.69706 -5.35774 -1.99635 0.00 0.00 -0.01

---

18
Properties=species:S:1:pos:R:3:forces:R:3 method="wB97M-V/def2-TZVPD" relative_energy_ev=0.952 homo_lumo_gap_ev="10.52 / 7.71" multiplicity=2 max_force_ev_per_a=5.281 total_energy_ev=-11940.698 s2=0.7583
O -0.98503 -1.03405 -1.45731 1.87 1.18 0.73
C -0.28922 -1.34311 -0.47533 -3.56 -2.59 -1.25
O -0.75902 -2.50110 0.14059 0.02 -0.14 -1.22
C 0.89118 -0.81935 0.08112 -0.08 4.21 -3.19
C 1.52068 0.48253 -0.49122 -1.59 0.70 -0.88
C 0.53145 1.67311 -0.28111 0.04 -0.41 1.41
O 1.69449 0.42894 -1.95849 0.14 -0.99 1.22
N -1.72075 0.46190 1.82574 2.07 -0.52 0.10
H -1.39241 -2.86431 -0.56929 1.10 0.78 1.68
H 1.46282 -1.40616 0.64180 2.00 -2.41 2.59
H 2.49470 0.73255 -0.02961 -0.45 -0.54 -0.35
H 0.27652 1.78895 0.80874 0.13 -0.10 -0.99
H 0.95375 2.62928 -0.61317 0.03 -0.43 -0.16
H -0.39287 1.44175 -0.82941 0.31 0.23 0.15
H 1.04303 -0.21205 -2.29987 0.20 0.50 0.13
H -1.88288 0.25884 0.82005 0.22 -0.14 1.43
H -0.91469 -0.07139 2.29246 -1.83 0.90 -1.47
H -2.53176 0.35368 2.39431 -0.61 -0.23 0.05

---

9
Properties=species:S:1:pos:R:3:forces:R:3 method="wB97M-V/def2-TZVPD" relative_energy_ev=0.237 charge=+1 homo_lumo_gap_ev=10.50 max_force_ev_per_a=2.547 total_energy_ev=-10766.659
C 1.03872 -0.40619 -2.23421 2.09 1.23 -0.19
C -0.25980 0.34860 2.41424 1.36 0.29 -2.13
C -0.56097 -0.13222 -0.45931 -1.52 0.51 1.26
N 0.26610 0.04920 -1.39750 -1.13 0.37 0.11
O 1.93839 -0.36723 -2.92823 -0.28 -1.20 -0.65
O -0.85322 0.79979 3.25810 -1.15 0.27 1.95
O 0.34567 0.04714 1.44677 0.39 -0.53 1.06
H -1.08509 0.76756 -0.04509 0.32 -0.93 -0.91
H -0.82980 -1.10666 -0.05476 -0.08 -0.02 -0.50